[1]
# C28H46BaBrNOP2

A molecular structure, C28H46BaBrNOP2 (ωB97M-V/def2-TZVPD, the Open Molecules 2025 dataset).

Values from the calculation:
**Charge**: +2
**HOMO level (alpha / beta)**: -12.1 / -12.0 eV
**Strongest force on any atom**: 3.13 eV/Å
**Energy**: -122617.3221 eV
**LUMO energy (alpha / beta)**: -8.5 / -9.5 eV

Geometry (Å):
N (-7.15488, 5.63438, -5.40994)
C (-6.91564, 6.24289, -4.24529)
C (-6.17239, 5.64428, -3.21915)
C (-5.60081, 4.36559, -3.42419)
C (-5.88384, 3.72964, -4.66750)
C (-6.67738, 4.40239, -5.61254)
C (-4.71806, 3.76677, -2.42984)
Ba (0.86692, 1.07374, 1.46550)
P (6.04058, -0.85641, 0.34290)
C (-3.73259, 2.89396, -2.77519)
C (-2.81925, 2.24664, -1.84804)
C (-1.69097, 1.56922, -2.35290)
C (-0.84397, 0.84524, -1.48202)
C (-1.26938, 0.73700, -0.17868)
C (-2.22585, 1.52668, 0.40930)
C (-3.05761, 2.27375, -0.46043)
Br (1.82348, -1.34910, 2.87530)
H (-4.81976, 4.12187, -1.39970)
H (-3.55240, 2.69307, -3.83999)
H (-6.00170, 6.19191, -2.30001)
H (-5.50445, 2.74312, -4.92741)
H (-7.31685, 7.24875, -4.12097)
H (-6.92258, 3.94517, -6.57516)
H (-1.49609, 1.60855, -3.43208)
H (-3.91392, 2.84958, -0.09916)
H (0.07809, 0.38227, -1.85157)
H (-2.39559, 1.56545, 1.49317)
P (-0.54339, -1.93342, 0.41631)
C (5.52312, 0.90155, 0.52739)
C (6.63551, 1.85463, 0.08037)
H (5.29299, 1.05549, 1.58959)
H (4.61040, 1.06245, -0.06285)
H (6.47769, 2.85687, 0.49141)
H (7.62115, 1.51424, 0.41720)
H (6.67688, 1.95627, -1.00863)
C (5.24891, -1.33594, -1.25381)
C (5.98048, -2.49679, -1.93453)
H (5.29026, -0.43961, -1.88978)
H (4.19665, -1.59199, -1.06057)
H (5.70960, -2.53865, -2.99471)
H (7.06892, -2.38181, -1.87368)
H (5.71685, -3.46325, -1.49008)
C (5.01490, -1.78049, 1.55239)
C (5.77445, -2.08149, 2.84083)
H (4.68509, -2.71129, 1.07216)
H (4.11193, -1.19161, 1.77365)
H (5.21944, -2.80354, 3.44886)
H (6.76854, -2.49899, 2.64751)
H (5.90004, -1.17887, 3.44633)
C (-0.46381, -3.39346, 1.57793)
C (-1.59506, -4.41018, 1.62058)
H (-0.33770, -2.93570, 2.57706)
H (0.49849, -3.89067, 1.37919)
H (-2.52290, -3.96819, 1.99952)
H (-1.80153, -4.84847, 0.64110)
H (-1.31735, -5.23210, 2.29435)
C (0.53910, -2.57954, -0.96075)
C (0.02170, -2.53462, -2.39518)
H (0.83595, -3.60150, -0.67829)
H (1.45002, -1.95861, -0.88619)
H (-0.60805, -3.39686, -2.64025)
H (-0.55110, -1.62280, -2.60589)
H (0.87796, -2.54563, -3.08699)
C (-2.22849, -2.13308, -0.29157)
C (-3.31751, -1.65609, 0.67535)
H (-2.40428, -3.16403, -0.62474)
H (-2.21475, -1.47480, -1.17215)
H (-4.07654, -1.08742, 0.11343)
H (-3.83761, -2.48262, 1.17088)
H (-2.93125, -0.98424, 1.45869)
C (-0.95524, -0.84916, 5.42685)
C (-0.31572, 0.31859, 4.75550)
C (0.79233, 0.98014, 5.51743)
O (-0.59932, 0.67727, 3.57560)
H (-0.86554, -0.77628, 6.52739)
H (-0.40492, -1.75635, 5.11282)
H (-2.01377, -0.94364, 5.15227)
H (1.73637, 0.48475, 5.21097)
H (0.84188, 2.05486, 5.28098)
H (0.66512, 0.84025, 6.60439)

List of Löwdin charges in e, atom by atom: number 1, N, carries 0.07; number 2, C, carries -0.12; number 3, C, carries -0.01; number 4, C, carries -0.21; number 5, C, carries -0.01; number 6, C, carries -0.12; number 7, C, carries -0.01; number 8, Ba, carries 1.61; number 9, P, carries 0.96; number 10, C, carries -0.04; number 11, C, carries -0.19; number 12, C, carries 0.02; number 13, C, carries -0.14; number 14, C, carries -0.33; number 15, C, carries -0.13; number 16, C, carries 0.03; number 17, Br, carries 0.05; number 18, H, carries 0.12; number 19, H, carries 0.12; number 20, H, carries 0.11; number 21, H, carries 0.11; number 22, H, carries 0.12; number 23, H, carries 0.12; number 24, H, carries 0.14; number 25, H, carries 0.13; number 26, H, carries 0.11; number 27, H, carries 0.12; number 28, P, carries 1.03; number 29, C, carries -0.46; number 30, C, carries -0.17; number 31, H, carries 0.07; number 32, H, carries 0.05; number 33, H, carries 0.07; number 34, H, carries 0.07; number 35, H, carries 0.07; number 36, C, carries -0.45; number 37, C, carries -0.17; number 38, H, carries 0.07; number 39, H, carries 0.05; number 40, H, carries 0.07; number 41, H, carries 0.07; number 42, H, carries 0.07; number 43, C, carries -0.49; number 44, C, carries -0.17; number 45, H, carries 0.08; number 46, H, carries -0.06; number 47, H, carries 0.07; number 48, H, carries 0.07; number 49, H, carries 0.07; number 50, C, carries -0.41; number 51, C, carries -0.11; number 52, H, carries 0.01; number 53, H, carries 0.08; number 54, H, carries 0.07; number 55, H, carries 0.08; number 56, H, carries 0.10; number 57, C, carries -0.35; number 58, C, carries -0.13; number 59, H, carries 0.10; number 60, H, carries 0.07; number 61, H, carries 0.09; number 62, H, carries 0.05; number 63, H, carries 0.09; number 64, C, carries -0.38; number 65, C, carries -0.13; number 66, H, carries 0.10; number 67, H, carries 0.06; number 68, H, carries 0.09; number 69, H, carries 0.08; number 70, H, carries 0.06; number 71, C, carries 0.00; number 72, C, carries -0.50; number 73, C, carries -0.02; number 74, O, carries -0.30; number 75, H, carries 0.10; number 76, H, carries 0.09; number 77, H, carries 0.10; number 78, H, carries 0.08; number 79, H, carries 0.10; number 80, H, carries 0.10


[2]
# C4H8N2

C4H8N2 in the gas phase (ωB97M-V/def2-TZVPD, the Open Molecules 2025 dataset).

Values from the calculation:
**Charge**: 0
**HOMO level**: -8.8 eV
**Strongest force on any atom**: 5.71 eV/Å
**Energy**: -7254.7273 eV
**LUMO energy**: 1.2 eV

Geometry (Å):
C (-2.02405, 0.22259, 0.07447)
N (-0.66693, 0.06470, -0.47598)
C (0.31060, -1.04446, 0.10718)
C (1.56655, -0.36394, -0.10916)
C (1.23826, 1.21971, 0.00064)
N (0.00620, 1.41141, -0.09202)
H (-2.12315, 0.11524, 1.10623)
H (-2.35390, 1.09781, -0.28615)
H (-2.51486, -0.53752, -0.58659)
H (0.01551, -1.87233, -0.47481)
H (0.18015, -1.17171, 1.10096)
H (2.02120, -0.56408, -1.21516)
H (2.41266, -0.72508, 0.48125)
H (1.93177, 2.14765, 0.36915)

List of natural (NBO) charges in e, atom by atom: number 1, C, carries -0.42; number 2, N, carries -0.28; number 3, C, carries -0.26; number 4, C, carries -0.47; number 5, C, carries 0.06; number 6, N, carries -0.28; number 7, H, carries 0.18; number 8, H, carries 0.21; number 9, H, carries 0.20; number 10, H, carries 0.22; number 11, H, carries 0.18; number 12, H, carries 0.22; number 13, H, carries 0.23; number 14, H, carries 0.22


[3]
# C24H32Cl30FNO2PS

11 unconnected molecules or ions with the total composition C24H32Cl30FNO2PS (ωB97M-V/def2-TZVPD, the Open Molecules 2025 dataset).

Values from the calculation:
**Charge**: +1
**HOMO level**: -11.5 eV
**Strongest force on any atom**: 1.35 eV/Å
**Energy**: -429499.8832 eV
**LUMO energy**: -2.0 eV

Geometry (Å):
C (-2.30749, -2.61867, -0.67062)
C (-1.53173, -1.40629, -1.17341)
O (-2.41172, -0.30942, -1.13298)
C (-1.92396, 0.90133, -1.70786)
C (-3.12813, 1.82773, -1.92107)
O (-3.58724, 1.86691, -3.26085)
C (-4.73376, 1.13463, -3.53104)
C (-5.88546, 1.82443, -3.87533)
C (-7.06097, 1.13303, -4.15370)
C (-7.11068, -0.25746, -4.08226)
C (-5.94760, -0.94347, -3.75647)
C (-4.76637, -0.25330, -3.48995)
C (-1.15004, 0.74348, -3.00479)
C (-0.33027, 2.02571, -3.28051)
C (-0.64519, 2.54676, -4.65676)
F (-0.28875, 1.58962, -5.58795)
N (-0.17499, -0.40745, -2.91636)
C (-0.95267, -1.64038, -2.56086)
P (0.18257, -3.09265, -2.70480)
S (1.47775, -2.88329, -4.13166)
H (-2.24722, -2.71565, 0.40683)
H (-1.99123, -3.54829, -1.13765)
H (-3.34695, -2.47233, -0.95111)
H (-0.69158, -1.23847, -0.48707)
H (-1.27121, 1.38323, -0.97181)
H (-2.86217, 2.83301, -1.60799)
H (-3.91961, 1.48008, -1.26273)
H (-5.88751, 2.90166, -3.94430)
H (-7.95405, 1.67131, -4.43060)
H (-8.02669, -0.78843, -4.27557)
H (-5.94470, -2.02057, -3.69392)
H (-3.88906, -0.83345, -3.25159)
H (-1.77354, 0.53490, -3.86624)
H (-0.54104, 2.78886, -2.53740)
H (0.73506, 1.81371, -3.19678)
H (-0.11533, 3.46761, -4.87731)
H (-1.71435, 2.74630, -4.69805)
H (0.55629, -0.21016, -2.22466)
H (0.24523, -0.49974, -3.84924)
H (-1.73743, -1.71137, -3.30947)
H (-0.65516, -4.18443, -2.97490)
H (0.71984, -3.30032, -1.42429)
C (2.19968, -0.74410, 0.64697)
Cl (1.43496, 0.81402, 0.95944)
Cl (1.21722, -2.06139, 1.27047)
Cl (2.44972, -0.96330, -1.09768)
H (3.16468, -0.75936, 1.13791)
C (-0.95706, -5.21859, -6.52415)
Cl (-1.76370, -3.69586, -6.11696)
Cl (-1.79592, -6.57974, -5.78085)
Cl (-0.84536, -5.41409, -8.26649)
H (0.04644, -5.17780, -6.11969)
C (-0.48669, -4.09073, 4.69890)
Cl (0.16714, -5.40675, 5.66595)
Cl (0.55016, -2.66616, 4.77318)
Cl (-0.70674, -4.59589, 3.01719)
H (-1.45875, -3.82631, 5.09672)
C (2.74697, 0.32428, 6.43038)
Cl (3.91443, -0.96716, 6.69930)
Cl (2.01357, 0.19252, 4.82555)
Cl (1.51129, 0.32157, 7.68617)
H (3.26880, 1.26923, 6.45779)
C (-4.77525, -4.53363, 3.07244)
Cl (-4.12331, -5.85336, 4.03950)
Cl (-3.72770, -3.11321, 3.16441)
Cl (-4.99614, -5.03017, 1.39289)
H (-5.74216, -4.26421, 3.47533)
C (3.09655, 4.29415, -5.78384)
Cl (4.61617, 5.17023, -5.87015)
Cl (3.01561, 3.33392, -4.29759)
Cl (1.72222, 5.39863, -5.88156)
H (3.04436, 3.61724, -6.62602)
C (6.50336, 2.64185, 6.19656)
Cl (4.99397, 2.71152, 5.27214)
Cl (7.28653, 4.22227, 6.21342)
Cl (6.19573, 2.06350, 7.83077)
H (7.16534, 1.93893, 5.70725)
C (4.41019, 5.03572, 1.97979)
Cl (3.49540, 6.47600, 1.54225)
Cl (3.40058, 3.58910, 1.84688)
Cl (5.85532, 4.87783, 0.98485)
H (4.71958, 5.13035, 3.01270)
C (-1.83686, 1.79252, 5.40103)
Cl (-2.61291, 1.68574, 6.97767)
Cl (-0.34780, 2.73416, 5.49595)
Cl (-1.52331, 0.17678, 4.75070)
H (-2.51099, 2.30134, 4.72572)
C (10.22734, 0.58072, 7.98116)
Cl (9.62931, 2.14469, 7.42123)
Cl (10.25369, 0.51513, 9.74020)
Cl (9.24363, -0.72814, 7.31773)
H (11.23986, 0.45734, 7.62159)

List of Löwdin charges in e, atom by atom: number 1, C, carries 0.00; number 2, C, carries -0.40; number 3, O, carries -0.05; number 4, C, carries -0.24; number 5, C, carries -0.09; number 6, O, carries -0.07; number 7, C, carries -0.27; number 8, C, carries 0.00; number 9, C, carries -0.06; number 10, C, carries -0.07; number 11, C, carries -0.07; number 12, C, carries -0.01; number 13, C, carries -0.19; number 14, C, carries -0.10; number 15, C, carries -0.20; number 16, F, carries -0.03; number 17, N, carries 0.06; number 18, C, carries -0.38; number 19, P, carries 0.40; number 20, S, carries 0.19; number 21, H, carries 0.06; number 22, H, carries 0.07; number 23, H, carries 0.10; number 24, H, carries 0.10; number 25, H, carries 0.15; number 26, H, carries 0.14; number 27, H, carries 0.15; number 28, H, carries 0.12; number 29, H, carries 0.11; number 30, H, carries 0.11; number 31, H, carries 0.10; number 32, H, carries 0.09; number 33, H, carries 0.15; number 34, H, carries 0.13; number 35, H, carries 0.10; number 36, H, carries 0.08; number 37, H, carries 0.12; number 38, H, carries 0.07; number 39, H, carries 0.12; number 40, H, carries 0.13; number 41, H, carries -0.01; number 42, H, carries -0.03; number 43, C, carries -1.47; number 44, Cl, carries 0.54; number 45, Cl, carries 0.56; number 46, Cl, carries 0.58; number 47, H, carries 0.03; number 48, C, carries -1.56; number 49, Cl, carries 0.49; number 50, Cl, carries 0.53; number 51, Cl, carries 0.56; number 52, H, carries -0.01; number 53, C, carries -1.54; number 54, Cl, carries 0.56; number 55, Cl, carries 0.48; number 56, Cl, carries 0.47; number 57, H, carries -0.01; number 58, C, carries -1.56; number 59, Cl, carries 0.54; number 60, Cl, carries 0.45; number 61, Cl, carries 0.54; number 62, H, carries -0.07; number 63, C, carries -1.53; number 64, Cl, carries 0.54; number 65, Cl, carries 0.51; number 66, Cl, carries 0.53; number 67, H, carries 0.02; number 68, C, carries -1.54; number 69, Cl, carries 0.56; number 70, Cl, carries 0.53; number 71, Cl, carries 0.54; number 72, H, carries 0.02; number 73, C, carries -1.55; number 74, Cl, carries 0.55; number 75, Cl, carries 0.53; number 76, Cl, carries 0.53; number 77, H, carries 0.00; number 78, C, carries -1.56; number 79, Cl, carries 0.54; number 80, Cl, carries 0.47; number 81, Cl, carries 0.53; number 82, H, carries 0.00; number 83, C, carries -1.54; number 84, Cl, carries 0.54; number 85, Cl, carries 0.52; number 86, Cl, carries 0.48; number 87, H, carries 0.01; number 88, C, carries -1.54; number 89, Cl, carries 0.52; number 90, Cl, carries 0.54; number 91, Cl, carries 0.52; number 92, H, carries 0.01


[4]
# CH4

CH4 in the gas phase (ωB97M-V/def2-TZVPD, the Open Molecules 2025 dataset).

Values from the calculation:
**Charge**: 0
**HOMO level**: -12.6 eV
**Strongest force on any atom**: 6.93 eV/Å
**Energy**: -1101.2158 eV
**LUMO energy**: 1.3 eV

Geometry (Å):
C (-0.02889, 0.02006, 0.03764)
H (-0.95156, 0.40391, -0.42417)
H (0.56752, -0.66236, -0.58981)
H (-0.32361, -0.55340, 0.73971)
H (0.73654, 0.79179, 0.23664)

List of natural (NBO) charges in e, atom by atom: number 1, C, carries -0.83; number 2, H, carries 0.21; number 3, H, carries 0.21; number 4, H, carries 0.20; number 5, H, carries 0.22


Q: Which formula does entry 4 have?
A: CH4


Q: Look up the strongest force on any atom of the fourth one.
A: 6.93 eV/Å